The following is a DFT calculation (ωB97M-V/def2-TZVPD) of a cluster of 2 separate species, C18H26N3O4 in total.

Max |F|: 10.118 eV Å⁻¹
Gap between HOMO and LUMO: 6.16 eV
ΔE to the lowest compared entry with this formula, charge and spin: 384.2 kcal per mole
Molecular weight: 348.42 g mol⁻¹

ORCA input file:
```
! wB97M-V def2-TZVPD RIJCOSX def2/J DEFGRID3
* xyz 1 1
C -4.224 -4.057 5.950
C -3.614 -3.210 4.976
C -3.273 -1.855 4.064
C -2.057 -2.249 3.028
C -0.907 -1.058 2.787
C 0.373 -1.268 1.740
C 1.439 -0.032 1.583
O 2.754 -0.294 1.663
O 0.871 1.344 1.404
C 1.322 1.927 0.129
C 0.474 1.450 -1.191
C -0.698 2.551 -1.648
C -2.214 1.904 -1.666
N -2.686 1.494 -0.265
C -2.941 2.727 0.580
C -2.248 2.804 2.072
O -3.693 3.777 0.202
C 0.427 -2.710 0.954
C -0.764 -3.832 1.282
N -1.917 -3.548 2.265
H -4.826 -4.645 6.796
H -2.828 -1.008 4.778
H -4.221 -1.393 3.555
H -1.028 -0.043 3.357
H 1.175 3.104 0.221
H 2.459 1.705 -0.057
H 0.015 0.367 -1.086
H 1.259 1.387 -2.088
H -0.432 2.852 -2.761
H -0.640 3.549 -1.018
H -2.982 2.710 -2.086
H -2.284 0.984 -2.419
H -3.626 1.054 -0.425
H -1.347 3.555 2.113
H -1.934 1.692 2.371
H -3.091 3.187 2.825
H 1.294 -2.935 0.165
H -0.717 -4.889 0.733
H -2.671 -4.281 2.418
C 4.256 1.126 -4.651
C 3.210 0.297 -3.960
O 2.046 0.673 -3.846
N 3.587 -0.911 -3.449
C 4.895 -1.523 -3.482
H 3.809 2.059 -5.005
H 5.060 1.371 -3.953
H 4.652 0.584 -5.514
H 2.831 -1.413 -2.999
H 4.809 -2.480 -4.001
H 5.213 -1.699 -2.452
H 5.634 -0.900 -3.989
*
```

---

The following is a DFT calculation (ωB97M-V/def2-TZVPD) of a structure of composition C41H48Cl2N9O3PTl.

Max |F|: 1.391 eV Å⁻¹
Gap between HOMO and LUMO: 6.43 eV
ΔE to the lowest compared entry with this formula, charge and spin: 11.0 kcal per mole
Molecular weight: 1021.16 g mol⁻¹

ORCA input file:
```
! wB97M-V def2-TZVPD RIJCOSX def2/J DEFGRID3
* xyz -1 1
Tl -0.191 0.365 -0.517
C 3.626 0.736 -1.510
C 3.933 1.042 -0.076
C 5.117 0.614 0.494
C 5.412 0.890 1.819
C 4.507 1.618 2.570
C 3.327 2.088 2.023
C 2.413 2.927 2.860
C 3.013 1.794 0.680
N 1.823 2.195 0.105
C 1.535 3.487 0.042
O 2.281 4.440 0.313
C 0.147 3.787 -0.460
C -0.457 5.002 -0.144
C -1.747 5.244 -0.580
C -2.383 4.290 -1.358
C -1.703 3.106 -1.637
N -0.474 2.877 -1.191
C -2.283 2.064 -2.560
O -3.479 2.140 -2.906
N -1.387 1.170 -2.923
C -1.361 0.466 -4.098
C -0.575 1.012 -5.139
C 0.100 2.341 -4.953
C -0.404 0.315 -6.320
C -0.979 -0.931 -6.504
C -1.729 -1.481 -5.478
C -1.925 -0.811 -4.283
C -2.742 -1.434 -3.193
H 4.528 0.768 -2.118
H 2.910 1.462 -1.883
H 3.185 -0.258 -1.602
H 5.829 0.067 -0.113
H 6.343 0.552 2.257
H 4.728 1.839 3.609
H 2.540 2.695 3.919
H 1.381 2.769 2.562
H 2.638 3.981 2.696
H 0.093 5.714 0.450
H -2.255 6.162 -0.309
H -3.391 4.418 -1.727
H 0.369 2.484 -3.907
H -0.571 3.155 -5.230
H 0.992 2.407 -5.577
H 0.197 0.764 -7.101
H -0.832 -1.468 -7.432
H -2.173 -2.461 -5.613
H -3.190 -2.368 -3.530
H -3.537 -0.752 -2.899
H -2.122 -1.630 -2.315
O -0.479 1.681 2.170
C -1.266 1.788 3.319
C -0.610 1.230 4.583
C -0.368 -0.286 4.507
C 0.946 -0.666 3.890
C 2.025 -1.063 4.670
C 3.199 -1.442 4.041
C 3.248 -1.436 2.658
C 2.123 -1.020 1.962
N 1.008 -0.651 2.564
H 0.002 0.829 2.194
H -2.232 1.279 3.175
H -1.460 2.858 3.450
H -1.283 1.426 5.420
H 0.329 1.751 4.767
H -1.159 -0.736 3.899
H -0.406 -0.716 5.512
H 1.940 -1.082 5.746
H 4.062 -1.739 4.621
H 4.134 -1.732 2.123
H 2.102 -0.997 0.883
Cl -3.116 1.857 0.679
C -4.272 0.839 -0.202
Cl -3.809 -0.849 0.019
H -4.219 1.111 -1.266
H -5.270 0.975 0.215
N 0.443 -4.817 0.015
C 0.173 -3.622 0.584
N 0.371 -2.672 -0.282
C 0.773 -3.315 -1.410
N 0.827 -4.629 -1.255
C 1.118 -2.593 -2.621
C 1.507 -3.235 -3.799
N 1.858 -2.557 -4.880
C 1.795 -1.235 -4.802
C 1.405 -0.580 -3.636
N 1.081 -1.258 -2.549
H 0.372 -5.748 0.396
H -0.143 -3.486 1.597
H 1.568 -4.314 -3.854
H 2.102 -0.691 -5.682
H 1.399 0.493 -3.540
C -4.255 -1.877 3.420
P -2.692 -2.525 2.663
C -3.455 -3.965 1.770
C -2.099 -3.445 4.176
H -4.739 -2.637 4.033
H -4.924 -1.562 2.624
H -4.020 -1.012 4.038
H -4.195 -4.470 2.391
H -2.677 -4.671 1.485
H -3.928 -3.593 0.864
H -2.792 -4.233 4.466
H -2.000 -2.734 4.993
H -1.119 -3.877 3.988
*
```

---

The following is a DFT calculation (ωB97M-V/def2-TZVPD) of a cluster of 10 separate species, C23H62NO10S9 in total.

Max |F|: 0.908 eV Å⁻¹
Gap between HOMO and LUMO: 2.87 eV
Molecular weight: 801.35 g mol⁻¹

ORCA input file:
```
! wB97M-V def2-TZVPD RIJCOSX def2/J DEFGRID3
* xyz -1 1
C 2.226 -7.483 2.931
C 2.047 -6.288 2.862
C 1.652 -4.834 2.943
N 0.566 -4.422 2.108
C -0.701 -4.859 2.604
C -1.212 -6.204 2.069
O -2.600 -6.408 2.377
H 2.592 -8.481 2.957
H 2.543 -4.282 2.626
H 1.503 -4.603 4.022
H -0.719 -4.915 3.722
H -1.472 -4.112 2.340
H -1.045 -6.245 0.988
H -0.639 -7.025 2.503
H -2.942 -5.583 2.736
C -3.886 -1.829 -0.421
S -2.673 -1.593 0.890
O -3.214 -2.278 2.092
C -3.001 0.163 1.110
H -3.885 -2.885 -0.683
H -4.874 -1.537 -0.063
H -3.604 -1.233 -1.291
H -4.053 0.306 1.363
H -2.743 0.699 0.197
H -2.370 0.520 1.921
C 4.433 -2.729 -0.697
S 5.430 -2.923 0.784
O 4.752 -3.957 1.603
C 5.039 -1.322 1.510
H 4.501 -3.657 -1.264
H 3.397 -2.554 -0.407
H 4.808 -1.897 -1.286
H 3.960 -1.233 1.640
H 5.407 -0.526 0.867
H 5.534 -1.280 2.480
C 2.361 2.343 1.915
S 1.220 1.020 1.501
O 0.101 1.640 0.728
C 0.620 0.764 3.173
H 2.824 2.688 0.994
H 1.823 3.162 2.383
H 3.129 1.961 2.586
H 0.199 1.695 3.556
H 1.444 0.426 3.802
H -0.145 -0.010 3.138
C 3.156 6.767 5.091
S 2.246 5.954 3.771
O 3.217 5.105 3.035
C 1.989 7.432 2.781
H 3.455 6.003 5.806
H 4.040 7.253 4.678
H 2.510 7.495 5.582
H 2.953 7.872 2.526
H 1.377 8.141 3.339
H 1.467 7.134 1.873
C -5.705 -6.571 4.611
S -4.455 -6.427 5.893
O -5.008 -7.065 7.122
C -4.617 -4.650 6.109
H -5.790 -7.623 4.349
H -6.660 -6.201 4.989
H -5.389 -6.003 3.736
H -5.644 -4.408 6.386
H -4.337 -4.147 5.183
H -3.938 -4.351 6.904
C 3.321 0.929 -3.269
S 4.655 1.220 -2.114
O 4.349 0.327 -0.960
C 4.132 2.879 -1.665
H 3.407 -0.096 -3.630
H 2.384 1.070 -2.740
H 3.389 1.623 -4.106
H 3.103 2.849 -1.308
H 4.210 3.528 -2.537
H 4.795 3.237 -0.878
C -1.543 1.445 -3.220
S -0.015 1.888 -4.045
O 0.787 2.657 -3.048
C -0.717 3.110 -5.150
H -1.308 0.727 -2.436
H -1.982 2.339 -2.777
H -2.232 0.992 -3.932
H -1.210 3.880 -4.558
H -1.431 2.632 -5.823
H 0.091 3.552 -5.730
C 0.574 7.308 -4.251
S -0.477 6.533 -5.484
O 0.422 5.874 -6.467
C -1.044 8.058 -6.248
H 1.060 6.513 -3.688
H 1.323 7.925 -4.748
H -0.039 7.911 -3.581
H -0.186 8.624 -6.612
H -1.607 8.641 -5.519
H -1.690 7.791 -7.082
C -2.109 -2.894 -4.017
S -2.753 -1.575 -5.050
O -3.752 -0.827 -4.239
C -3.674 -2.634 -6.172
H -1.528 -2.441 -3.216
H -2.937 -3.463 -3.595
H -1.465 -3.540 -4.613
H -4.396 -3.221 -5.604
H -2.981 -3.287 -6.702
H -4.194 -1.996 -6.883
*
```

---

The following is a DFT calculation (ωB97M-V/def2-TZVPD) of a cluster of 2 separate species, C4H8N2O in total.

Max |F|: 4.961 eV Å⁻¹
Gap between HOMO and LUMO (spin up / spin down): 10.25 / 7.33 eV
ΔE to the lowest compared entry with this formula, charge and spin: 128.0 kcal per mole
Molecular weight: 100.12 g mol⁻¹

ORCA input file:
```
! wB97M-V def2-TZVPD RIJCOSX def2/J DEFGRID3
* xyz 0 1
C 1.850 -0.417 -0.613
C -0.913 -0.706 -0.982
C -0.450 0.686 -0.748
C 0.986 0.625 -0.277
N 2.529 -1.306 -0.831
N 0.568 -0.616 1.872
O 1.476 1.759 0.323
H -0.550 -1.272 -0.224
H -0.537 -1.154 -2.052
H -2.034 -0.919 -0.966
H -0.460 1.287 -1.686
H -0.767 1.228 0.181
H -0.181 -0.143 2.357
H 1.463 -0.362 2.298
H 2.421 1.964 0.422
*
```

---

Repeat the first record exactly.
The following is a DFT calculation (ωB97M-V/def2-TZVPD) of a cluster of 2 separate species, C18H26N3O4 in total.

Max |F|: 10.118 eV Å⁻¹
Gap between HOMO and LUMO: 6.16 eV
ΔE to the lowest compared entry with this formula, charge and spin: 384.2 kcal per mole
Molecular weight: 348.42 g mol⁻¹

ORCA input file:
```
! wB97M-V def2-TZVPD RIJCOSX def2/J DEFGRID3
* xyz 1 1
C -4.224 -4.057 5.950
C -3.614 -3.210 4.976
C -3.273 -1.855 4.064
C -2.057 -2.249 3.028
C -0.907 -1.058 2.787
C 0.373 -1.268 1.740
C 1.439 -0.032 1.583
O 2.754 -0.294 1.663
O 0.871 1.344 1.404
C 1.322 1.927 0.129
C 0.474 1.450 -1.191
C -0.698 2.551 -1.648
C -2.214 1.904 -1.666
N -2.686 1.494 -0.265
C -2.941 2.727 0.580
C -2.248 2.804 2.072
O -3.693 3.777 0.202
C 0.427 -2.710 0.954
C -0.764 -3.832 1.282
N -1.917 -3.548 2.265
H -4.826 -4.645 6.796
H -2.828 -1.008 4.778
H -4.221 -1.393 3.555
H -1.028 -0.043 3.357
H 1.175 3.104 0.221
H 2.459 1.705 -0.057
H 0.015 0.367 -1.086
H 1.259 1.387 -2.088
H -0.432 2.852 -2.761
H -0.640 3.549 -1.018
H -2.982 2.710 -2.086
H -2.284 0.984 -2.419
H -3.626 1.054 -0.425
H -1.347 3.555 2.113
H -1.934 1.692 2.371
H -3.091 3.187 2.825
H 1.294 -2.935 0.165
H -0.717 -4.889 0.733
H -2.671 -4.281 2.418
C 4.256 1.126 -4.651
C 3.210 0.297 -3.960
O 2.046 0.673 -3.846
N 3.587 -0.911 -3.449
C 4.895 -1.523 -3.482
H 3.809 2.059 -5.005
H 5.060 1.371 -3.953
H 4.652 0.584 -5.514
H 2.831 -1.413 -2.999
H 4.809 -2.480 -4.001
H 5.213 -1.699 -2.452
H 5.634 -0.900 -3.989
*
```

---

What is the formula in the fourth record?
C4H8N2O

---

What is the formula in the second record?
C41H48Cl2N9O3PTl

---

The lowest molecular weight belongs to which entry?
C4H8N2O